CH7N3O3PS | ωB97M-V with the def2-TZVPD basis set

For the energy above the lowest of the compared OMol25 structures with the same formula, charge and spin, the calculation gives 0.981 eV. The HOMO energy (alpha / beta) comes out at -3.657 / -3.657 eV. The HOMO-LUMO gap (alpha / beta) comes out at 7.395 / 7.395 eV.

The geometry in ORCA input format:
```
! wB97M-V def2-TZVPD RIJCOSX def2/J DEFGRID3
* xyz -1 1
C 0.2167 -0.5140 -1.6810
N 0.5299 1.4513 1.3851
N -1.7118 0.3258 1.4708
N 0.9156 -1.5400 -1.1226
O 1.7683 -2.6033 0.9925
O -1.1197 2.3198 -0.2126
O -0.5916 -2.3172 1.1064
P -0.6513 1.0080 0.2970
S 0.6765 -1.6815 0.7878
H 0.9282 0.2775 -2.0375
H -0.6948 -0.4856 -2.2196
H 1.1824 2.1468 1.1121
H 0.7508 0.7257 2.0315
H -2.5326 -0.0874 1.1581
H -1.2884 -0.5204 2.0384
H 1.8763 -1.1681 -1.0294
*
```

Which charges does Mulliken predict for the atoms? In e, they are: C -0.4927; N -0.5013; N -0.6907; N -0.5725; O -0.6501; O -0.6544; O -0.6311; P 0.5471; S 0.6826; H 0.2431; H 0.3494; H 0.2146; H 0.2582; H 0.2649; H 0.3285; H 0.3044